Molecular formula: C25H23AsN2O2ReS
Method: DFT, ωB97M-V/def2-TZVPD

Its HOMO energy (spin up / spin down) is -14.14 / -14.36 eV. As for the spin multiplicity: 4. For the total energy, the calculation gives -3938.11945 hartree. As for the charge: +2. The expectation value of S² is 3.782. The LUMO energy (spin up / spin down) comes out at -0.2863 / -0.3063 Ha.

Structure (XYZ):
```
55
C25H23AsN2O2ReS, DFT ωB97M-V/def2-TZVPD
H 4.61849 0.06856 -1.74387
C -0.44071 -5.49344 -0.64197
H -2.94461 0.89936 0.21513
C -0.06121 4.97106 -2.88047
H -2.53401 -5.05994 -0.46217
N -0.01321 2.34986 -1.80567
C -1.53001 -4.67514 -0.37377
C 4.15559 -0.19204 -0.80517
C 2.77109 -0.32334 -0.74717
C -1.52821 0.12006 4.65613
O -2.06551 -0.52954 -1.56267
C -0.50221 -0.51464 2.16563
C -3.79381 0.35276 -0.20657
C 1.13909 4.34266 -2.46787
H -0.94641 6.58786 -3.74947
C 1.06669 -3.68534 -0.16127
C -0.66051 0.82336 2.52723
C -0.02871 -2.86154 0.08193
C 0.85129 -5.00734 -0.51547
H 2.04229 2.60206 -1.63787
H -2.10491 2.44576 -1.92157
H -1.63481 -1.98974 4.99033
C -1.36021 -1.20864 4.29863
C -3.37531 -0.51174 -1.38947
C 2.92479 -0.87654 1.59403
C -1.17761 2.98386 -2.11167
H -0.59771 -6.51444 -0.95717
H 4.89309 -0.84034 2.42963
C 4.30359 -0.71294 1.53663
H -0.71061 -2.57164 2.75903
C 2.15189 -0.67864 0.45943
Re -0.43381 0.36816 -1.54267
C -1.24951 4.24136 -2.63577
H -1.30451 2.16466 4.06903
H 0.77179 6.67446 -3.62507
H -1.93381 0.36756 5.62543
H -4.22191 -0.29824 0.55613
H -0.38031 1.60166 1.81843
N -0.08061 6.16626 -3.44957
H 1.69999 -5.64654 -0.70377
H 2.07679 4.86316 -2.57037
H 2.07559 -3.29724 -0.06147
C -1.17351 1.13376 3.77603
S 1.83499 0.00696 -2.20497
C 1.12189 3.07796 -1.95147
C -1.32911 -3.35444 -0.01257
C -0.84841 -1.53374 3.05213
As 0.23529 -0.97134 0.42903
H 2.42899 -1.14264 2.52283
C 4.91519 -0.37284 0.33783
H -2.17241 -2.69944 0.19143
H -2.21301 4.67036 -2.86247
O -4.13221 -1.10434 -2.09947
H 5.98659 -0.25414 0.28823
H -4.58151 1.03836 -0.51957
```

=====

Molecular formula: C23H40NO2P3W
Method: DFT, ωB97M-V/def2-TZVPD

Its HOMO energy (spin up / spin down) is -18.93 / -18.92 eV. As for the spin multiplicity: 3. For the total energy, the calculation gives -2194.97739 hartree. As for the charge: +4. The expectation value of S² is 2.013. The LUMO energy (spin up / spin down) comes out at -0.5118 / -0.5451 Ha.

Structure (XYZ):
```
70
C23H40NO2P3W, DFT ωB97M-V/def2-TZVPD
N -0.38197 1.34914 2.80402
H 3.51739 -0.63594 1.64762
C -0.94574 -0.38131 -3.67372
H -4.20313 -3.83567 -0.88382
H -3.56859 -1.49745 1.95170
H -0.08584 4.45674 0.99826
H -0.57925 2.76460 1.26623
H -1.57376 -1.18644 -3.31712
P -2.46309 -2.37913 -0.03736
H 4.66691 -4.21255 -0.45413
C -1.38268 0.57430 3.21904
C 1.16891 0.02335 4.05804
C 1.22763 0.53929 -4.38088
C -0.67188 2.05242 -4.09633
P 3.50604 -2.10720 -0.29669
H 5.17945 -0.48430 -1.08209
C 4.08682 -0.50397 -0.99451
C 0.91746 1.20281 -0.81866
C 0.40434 -1.90697 5.48420
H -0.97009 5.99534 -1.04283
O -1.76288 0.24883 0.10128
C -1.18236 -3.62922 -0.21945
C -3.08219 -2.45400 1.67821
H -3.17970 3.93858 -2.20532
H -1.12174 3.04184 -4.09093
C -0.87145 3.71330 0.80707
H -1.80269 4.00609 1.29816
C -1.60520 -0.68381 -0.65343
H 2.20057 -0.16478 4.34884
H -0.81986 -3.60553 -1.25290
H -2.38522 0.82901 2.86846
H -0.52344 -2.40303 5.78503
P -1.14317 3.58040 -0.97144
H -3.46973 2.99596 -0.70957
H -2.03491 -1.07313 4.45497
H -3.43728 -2.84709 -2.18445
H -3.19525 4.78184 -0.60582
H 1.62773 1.79952 2.87204
H 0.90445 -1.55132 6.39434
H 0.60442 5.19277 -1.39875
H 3.64050 -0.38579 -1.99005
H -4.62182 -2.09212 -1.09024
H 5.77553 -2.94760 0.12619
H 5.33632 -3.05056 -1.61373
O 1.34708 1.26730 0.29318
C -1.17635 -0.49528 4.09996
H 1.05949 -2.65812 5.02658
H -0.67019 5.23912 -2.65151
H -2.55772 1.08722 -3.61167
C -0.47977 5.16819 -1.57245
H -2.24754 -2.61500 2.39341
C -2.93532 3.85507 -1.13662
C -1.49884 0.92564 -3.80874
H -0.35349 -3.38563 0.45779
H 3.73673 0.31905 -0.36261
H 0.84205 -1.58307 -3.95191
C -3.81179 -2.83628 -1.15142
H -1.59383 -4.62822 0.00491
C 4.97195 -3.16597 -0.58606
C 0.43218 -0.58419 -4.00664
H 4.78663 -1.90047 1.79049
C 0.12130 -0.78102 4.52903
H -3.82604 -3.27872 1.80618
C 0.70026 1.85443 -4.40879
H 2.25359 0.37905 -4.65720
H 1.30601 2.71342 -4.66510
C 0.85799 1.10400 3.21267
H 3.06645 -2.29665 2.06520
C 3.75898 -1.68909 1.47189
W 0.21064 0.91802 -2.68006
```

=====

Molecular formula: C13H18ClNOS
Method: DFT, ωB97M-V/def2-TZVPD

Its HOMO energy is -8.64 eV. For the total energy, the calculation gives -1494.40638 hartree. As for the charge: 0. The LUMO energy comes out at 0.0272 Ha.

Structure (XYZ):
```
35
C13H18ClNOS, DFT ωB97M-V/def2-TZVPD
H 3.25490 -1.50903 2.02595
Cl 1.76901 -3.86099 1.81969
H -2.32748 -0.64741 2.29252
N -2.36189 1.01858 0.93693
C 2.97641 -0.65728 -1.27266
H 1.87230 -1.75947 -2.56975
H 1.07560 0.25596 -3.21413
H 0.76025 2.12391 0.32488
C -4.96626 -1.03367 1.76148
H -5.97595 -0.87547 1.89681
H -2.77885 0.61092 0.10567
O 0.18037 1.05748 -1.24720
C 2.14338 -1.70143 -1.55925
C -4.25758 0.09597 2.02227
H -0.45605 0.01114 1.02173
H 1.73077 2.55581 -1.50385
C 2.95379 -1.58703 1.01392
C 3.33037 -0.52536 0.10156
H -4.42399 -1.96346 1.70064
H -2.59679 0.93414 3.02556
H -4.85406 1.02099 2.16574
C 2.20429 -2.63148 0.61765
C -0.84521 1.00332 0.83907
C 1.80910 -2.66347 -0.63052
H 3.97487 0.19568 0.42942
H 1.17608 -3.49331 -0.98219
C 1.02482 1.91068 -2.13246
H -0.51668 1.60438 1.73405
H -0.62827 2.73589 -0.31498
S 3.51194 0.47977 -2.52551
C 1.80458 1.02496 -3.17118
H 0.42485 2.50954 -2.70493
C -0.11015 1.82636 -0.10895
H 1.90321 1.64808 -4.07185
C -2.78167 0.28533 2.17386
```

=====

Molecular formula: C2H4IOP
Method: DFT, ωB97M-V/def2-TZVPD

Its HOMO energy (spin up / spin down) is -7.06 / -8.28 eV. For the total energy, the calculation gives -792.78964 hartree. As for the charge: 0. The LUMO energy (spin up / spin down) comes out at -0.0507 / -0.0097 Ha.

Structure (XYZ):
```
9
C2H4IOP, DFT ωB97M-V/def2-TZVPD
P -4.10278 -0.22622 0.47790
C 1.09916 -0.74245 -0.10175
H -4.35081 -0.36993 -0.88780
O 1.25203 -1.87718 -0.33559
I -1.76569 0.33077 0.12441
C 1.84193 0.47805 0.13720
H 1.48406 0.93220 1.05986
H 1.62278 1.17914 -0.66694
H 2.91931 0.29562 0.19271
```